{
  "formula": "C39H49GeN6RuSSi3",
  "method": "ωB97M-V/def2-TZVPD",
  "symbols": ["Ru", "C", "C", "N", "C", "C", "C", "C", "C", "C", "C", "C", "C", "N", "C", "H", "H", "H", "H", "H", "H", "H", "H", "N", "C", "C", "C", "C", "C", "C", "S", "N", "C", "C", "C", "C", "C", "C", "N", "H", "H", "H", "H", "H", "H", "H", "H", "H", "N", "C", "C", "C", "C", "C", "C", "H", "H", "H", "H", "H", "C", "Si", "C", "C", "Ge", "Si", "C", "C", "C", "Si", "C", "C", "C", "H", "H", "H", "H", "H", "H", "H", "H", "H", "H", "H", "H", "H", "H", "H", "H", "H", "H", "H", "H", "H", "H", "H", "H", "H", "H", "H"],
  "coordinates": [[0.4379, -0.2642, 0.0663], [-0.3445, -3.5984, 2.7562], [-0.1637, -2.3002, 2.2739], [-0.0882, -2.0098, 0.9884], [-0.1521, -3.0489, 0.1109], [-0.3505, -4.3772, 0.5012], [-0.4586, -4.6432, 1.8774], [-0.3982, -5.3897, -0.5132], [-0.2212, -5.0875, -1.8176], [0.0167, -3.7386, -2.2410], [0.1974, -3.3542, -3.5770], [0.4043, -2.0275, -3.8598], [0.4448, -1.0898, -2.8286], [0.2776, -1.4245, -1.5550], [0.0469, -2.7360, -1.2656], [-0.4121, -3.7520, 3.8244], [-0.0949, -1.4680, 2.9627], [-0.6219, -5.6549, 2.2274], [-0.5760, -6.4137, -0.2076], [-0.2617, -5.8640, -2.5717], [0.1637, -4.0947, -4.3658], [0.5348, -1.6842, -4.8769], [0.6190, -0.0421, -3.0314], [3.7991, 1.8780, -0.8270], [3.6621, 3.2774, -1.0578], [4.6903, 4.1507, -0.7518], [4.5202, 5.5097, -0.9804], [3.3162, 5.9921, -1.4684], [2.2738, 5.1153, -1.7357], [2.4589, 3.7532, -1.5574], [1.1774, 2.6097, -1.9682], [1.5022, 1.3754, -0.8276], [2.7072, 1.1467, -0.4692], [3.5984, -1.1161, 0.0910], [4.9431, -1.0453, -0.2439], [5.6040, -2.2219, -0.5658], [4.9112, -3.4187, -0.5266], [3.5748, -3.3854, -0.1595], [2.9317, -2.2589, 0.1344], [4.6638, 1.6087, -0.3834], [5.6221, 3.7731, -0.3457], [5.3302, 6.1921, -0.7617], [3.1812, 7.0524, -1.6325], [1.3203, 5.4845, -2.0926], [5.4971, -0.1166, -0.2515], [6.6508, -2.1957, -0.8381], [5.3905, -4.3570, -0.7687], [2.9870, -4.2963, -0.1075], [2.7900, 0.0371, 0.4340], [2.7914, 0.4797, 1.8191], [1.5915, 0.9432, 2.3498], [1.5376, 1.4235, 3.6475], [2.6890, 1.4317, 4.4219], [3.8860, 0.9731, 3.8923], [3.9460, 0.5074, 2.5857], [0.6695, 0.9708, 1.7568], [0.6002, 1.7903, 4.0443], [2.6532, 1.8012, 5.4378], [4.7832, 0.9807, 4.4969], [4.8859, 0.1404, 2.1901], [-2.9337, -0.1864, -3.4937], [-3.4042, -0.6788, -1.7232], [-3.4473, -2.5675, -1.6382], [-5.1766, -0.1155, -1.4137], [-1.9693, 0.3504, -0.0982], [-3.0765, -0.1693, 1.9896], [-2.0269, 0.4185, 3.4603], [-3.4146, -2.0369, 2.0980], [-4.7659, 0.5992, 2.3348], [-2.2612, 2.7118, -0.4765], [-0.9693, 3.6496, 0.5426], [-2.1915, 3.1057, -2.3295], [-3.9262, 3.4500, 0.0187], [-3.0611, -1.0294, -4.1790], [-1.9026, 0.1618, -3.5749], [-3.5735, 0.6252, -3.8482], [-4.2323, -2.9412, -2.3031], [-3.6706, -2.9203, -0.6289], [-2.5093, -3.0215, -1.9556], [-5.8287, -0.4845, -2.2111], [-5.2705, 0.9715, -1.3805], [-5.5547, -0.5126, -0.4686], [-0.9556, 0.4143, 3.2592], [-2.2082, -0.1750, 4.3609], [-2.3003, 1.4531, 3.6889], [-2.7025, -2.6578, 1.5532], [-4.4005, -2.2279, 1.6634], [-3.4490, -2.3796, 3.1366], [-4.7374, 1.6874, 2.3650], [-5.1057, 0.2550, 3.3169], [-5.5180, 0.3034, 1.6010], [-0.0082, 3.1326, 0.5983], [-1.3452, 3.7602, 1.5645], [-0.7902, 4.6538, 0.1480], [-1.4550, 2.5424, -2.9026], [-2.0198, 4.1726, -2.5013], [-3.1717, 2.8644, -2.7519], [-4.1874, 3.2963, 1.0638], [-4.7450, 3.0706, -0.5953], [-3.8704, 4.5313, -0.1480]],
  "mulliken_charge": [-1.51, -1.20, -0.97, 1.77, 0.39, 1.21, -1.06, -1.18, -1.15, 1.38, -1.17, -0.89, -0.88, 1.16, -0.24, 0.52, 0.28, 0.50, 0.45, 0.48, 0.50, 0.51, 0.27, 0.09, -0.16, -0.93, -0.60, -0.75, -0.63, 0.93, -0.16, 0.38, -0.52, -0.58, -0.77, -0.68, -1.02, -0.08, 0.30, 0.16, 0.39, 0.39, 0.41, 0.48, 0.20, 0.46, 0.42, 0.41, 2.44, 1.05, 0.25, -0.95, -0.78, -0.80, -0.63, 0.42, 0.50, 0.44, 0.44, 0.46, -1.16, 0.48, -0.95, -1.12, 0.74, 0.52, -0.62, -0.74, -1.12, 0.70, -0.42, -1.16, -1.23, 0.43, 0.13, 0.44, 0.55, 0.17, 0.19, 0.38, 0.21, 0.19, -0.71, 0.56, 0.40, -0.13, 0.43, 0.42, 0.29, 0.37, 0.26, -0.26, 0.32, 0.40, 0.21, 0.45, 0.27, 0.29, 0.26, 0.36],
  "lumo_ev": -2.77,
  "spin_multiplicity": 1,
  "orbital_gap_ev": 6.787,
  "homo_ev": -9.553,
  "total_charge": 1
}